Record 1
Computed, not measured: a single CH3Br3Si molecule in a non-equilibrium geometry, with ωB97M-V/def2-TZVPD.

The geometry in XYZ format:
```
8
Properties=species:S:1:pos:R:3:forces:R:3
C -0.317463 0.335739 -0.132009 3.2 -0.1 -3.8
Si -0.063420 -1.507553 -0.262857 1.8 2.1 0.4
Br -1.468286 0.824846 1.467705 -2.8 1.4 4.0
Br 1.537848 -1.600881 -1.805547 0.3 -0.6 -0.3
Br -1.856250 -2.435050 -1.044100 -0.5 -0.4 0.1
H 0.590587 1.047943 0.001368 -0.9 -1.5 0.3
H -0.760946 0.927597 -0.961657 -0.3 -0.8 0.2
H 0.599637 -1.962945 1.049424 -0.9 -0.1 -0.9
```
Positions in Å, forces in eV/Å.

Values from the calculation:
HOMO energy (spin up / spin down)	-5.57 / -10.32	eV
multiplicity	3
LUMO level (spin up / spin down)	0.5 / -4.1	eV
total energy	-219087.9674	eV


Record 2
Computed, not measured: 2 unconnected molecules or ions with the total composition C14H16O in a non-equilibrium geometry, with ωB97M-V/def2-TZVPD.

The geometry in XYZ format:
```
31
Properties=species:S:1:pos:R:3:forces:R:3
C -1.004135 -4.976238 -2.315327 0.5 0.7 -0.9
C 0.158028 -1.375651 -0.374516 0.1 0.3 0.4
C 1.093869 -2.377436 -0.499841 -0.5 -1.2 0.1
C -1.184924 -1.545388 -0.749840 2.1 0.1 0.1
C 0.702827 -3.601510 -1.059710 0.1 0.5 0.6
C -1.505565 -2.710837 -1.416351 -0.7 0.1 1.0
C -0.596015 -3.771654 -1.497444 -0.2 0.2 -1.4
H 0.517621 -0.460812 0.089554 -0.3 0.1 0.1
H 2.043197 -2.329149 0.008760 0.3 0.4 -0.3
H -1.803111 -0.728552 -0.436858 -0.8 -0.3 -0.5
H 1.407311 -4.420766 -1.095222 0.0 -0.1 -0.1
H -2.522998 -2.846130 -1.750904 -0.1 -0.2 -0.2
H -1.729269 -5.618139 -1.832107 0.1 -0.3 0.0
H -0.128104 -5.472997 -2.728528 0.1 -0.6 0.8
H -1.400329 -4.613113 -3.270194 -0.6 0.1 0.3
C -1.603658 1.802494 -0.898786 0.9 0.6 -0.8
C -0.546209 2.080901 0.092429 -0.6 0.8 0.1
C -0.631455 1.631307 1.439572 0.1 0.3 0.1
C 0.451135 3.045468 -0.256367 0.3 -0.5 -0.1
C 0.269232 2.075676 2.357819 -0.4 -0.2 -0.2
C 1.391291 3.463381 0.631052 -1.0 0.1 -0.5
C 1.273895 2.993988 1.960714 0.5 0.2 0.2
O 2.112715 3.503933 2.830361 -0.3 0.0 0.1
H -1.108686 1.651758 -1.869593 -0.1 -0.8 0.1
H -2.093001 2.744095 -1.191511 -0.4 -0.1 0.7
H -1.472205 1.041179 1.781226 0.1 -0.3 -0.3
H 0.450757 3.429275 -1.270062 0.0 0.0 0.1
H 0.179495 1.753928 3.388350 0.2 0.1 0.1
H 2.036113 4.281184 0.357516 0.5 -0.1 0.2
H 1.799706 3.306293 3.725573 0.4 -0.1 0.2
H -2.272195 1.008006 -0.617749 -0.3 0.2 -0.2
```
Positions in Å, forces in eV/Å.

Values from the calculation:
HOMO energy (spin up / spin down)	-11.52 / -11.51	eV
multiplicity	2
LUMO level (spin up / spin down)	-3.7 / -7.4	eV
charge	+1
total energy	-16816.5001	eV


Question: Which value of multiplicity does entry 1 give?
Answer: 3


Question: Look up the total energy of the first one.
Answer: -219087.9674 eV


Question: multiplicity of number 1 (CH3Br3Si)?
Answer: 3